Density functional theory data (ωB97M-V/def2-TZVPD) for 2 unconnected molecules or ions with the total composition C4HBr2ClS in a non-equilibrium geometry.

Cartesian coordinates (Å):
Br  -2.684  -1.697  0.139
C  -1.527  -0.301  0.175
C  -1.081  0.814  -0.073
S  0.089  2.032  -0.121
Br  -1.372  3.698  0.015
C  1.935  -0.429  0.100
C  1.395  -1.496  0.036
Cl  0.482  -2.808  -0.226
H  2.763  0.187  -0.044

Results
Highest occupied orbital energy in eV: -8.84
DFT total energy in hartree: -6159.24272
Orbital gap in Ha: 0.29045
Relative energy (zero: lowest compared OMol25 entry of this formula, charge and spin) in kcal/mol: 31.5
SMILES: BrC#CSBr.C#CCl
2S+1: 1

Atomic partial charges in e from the Mulliken method, atoms 1 to 4:
1. Br -0.033
2. C -0.139
3. C 0.287
4. S 0.031


Density functional theory data (ωB97M-V/def2-TZVPD) for a molecular structure, C25H34BrFeN3STe.

Cartesian coordinates (Å):
Fe  0.436  0.049  0.197
C  -0.038  -3.128  2.268
C  -0.522  -1.716  2.033
C  -1.583  -1.442  1.146
C  -2.283  -2.537  0.374
C  -2.073  -0.127  1.045
C  -3.252  0.170  0.153
C  -1.565  0.893  1.870
C  -2.307  2.213  1.926
C  -0.490  0.628  2.740
C  -0.018  1.731  3.661
C  0.041  -0.678  2.809
C  1.133  -1.039  3.790
H  -0.508  -3.521  3.175
H  1.037  -3.174  2.429
H  -0.276  -3.802  1.455
H  -1.983  -2.549  -0.680
H  -3.361  -2.388  0.401
H  -2.088  -3.523  0.784
H  -3.280  1.210  -0.157
H  -4.186  -0.037  0.687
H  -3.248  -0.451  -0.740
H  -2.101  2.859  1.069
H  -2.071  2.774  2.824
H  -3.381  2.028  1.934
H  -0.067  2.705  3.179
H  1.001  1.599  4.004
H  -0.652  1.767  4.550
H  2.000  -1.474  3.289
H  0.771  -1.791  4.494
H  1.480  -0.196  4.378
C  2.184  -1.949  -2.750
Te  1.538  -2.215  -0.745
C  3.499  -2.076  0.067
H  2.551  -0.937  -2.902
H  1.350  -2.159  -3.417
H  2.977  -2.672  -2.925
H  3.997  -3.033  -0.058
H  3.428  -1.829  1.123
H  4.037  -1.292  -0.463
Br  2.695  1.232  1.513
C  2.904  1.848  -0.258
C  3.952  2.651  -0.643
C  3.991  3.015  -1.982
C  3.008  2.552  -2.845
C  2.001  1.753  -2.344
N  1.933  1.409  -1.043
H  4.704  2.972  0.063
H  4.789  3.651  -2.344
H  3.017  2.814  -3.894
H  1.220  1.367  -2.985
N  -2.753  1.518  -6.146
C  -2.631  2.299  -5.062
S  -3.108  3.867  -5.046
C  -2.022  1.651  -3.842
C  -1.718  0.293  -3.768
C  -1.138  -0.220  -2.620
N  -0.838  0.530  -1.559
C  -1.150  1.837  -1.623
C  -1.735  2.425  -2.720
H  -3.157  1.919  -6.977
H  -2.504  0.547  -6.169
H  -1.929  -0.393  -4.577
H  -0.921  -1.280  -2.543
H  -0.915  2.435  -0.749
H  -1.975  3.481  -2.728

Results
Highest occupied orbital energy (alpha / beta) in eV: -13.28 / -13.28
DFT total energy in hartree: -5640.74803
Orbital gap (alpha / beta) in Ha: 0.27034 / 0.25782
Total charge: +2
Relative energy (zero: lowest compared OMol25 entry of this formula, charge and spin) in kcal/mol: 0.0
2S+1: 5

Atomic partial charges in e from the Mulliken method, atoms 1 to 4:
1. Fe 0.431
2. C -1.827
3. C 0.783
4. C 1.176


Density functional theory data (ωB97M-V/def2-TZVPD) for 7 unconnected molecules or ions with the total composition C43H51BClIN9O5PS2 in a non-equilibrium geometry.

Cartesian coordinates (Å):
H  5.895  10.221  -4.434
N  6.578  10.103  -3.660
C  6.707  8.782  -3.551
C  5.851  7.826  -4.512
C  5.452  6.418  -3.873
C  6.288  5.157  -4.312
C  7.504  5.202  -5.346
O  8.748  5.288  -4.549
N  8.742  6.400  -3.777
O  9.234  6.132  -2.714
C  5.944  3.736  -3.720
S  6.860  2.190  -4.208
C  4.803  3.646  -2.673
C  3.958  4.843  -2.175
C  4.304  6.246  -2.809
P  3.266  7.742  -2.226
O  4.129  8.982  -1.888
N  2.894  4.820  -1.157
C  2.141  3.553  -1.112
C  0.649  3.648  -0.633
Cl  -0.046  5.267  -0.186
C  -0.276  2.385  -0.486
C  0.275  0.976  -0.809
C  -0.518  -0.401  -0.669
C  -1.948  -0.247  0.086
C  -2.372  -1.651  0.796
I  -3.501  0.543  -1.231
C  1.767  0.881  -1.306
B  2.402  -0.587  -1.693
O  2.871  -0.759  -3.049
O  2.436  -1.653  -0.712
C  2.419  -2.907  -1.478
C  2.666  2.136  -1.442
S  4.448  1.954  -1.982
H  7.445  8.432  -2.751
H  4.860  8.356  -4.776
H  6.423  7.730  -5.500
H  7.441  6.034  -6.122
H  7.615  4.216  -5.935
H  7.983  2.058  -3.399
H  2.193  8.039  -3.159
H  2.594  7.361  -1.004
H  3.349  4.937  -0.235
H  -1.362  2.467  -0.114
H  -0.604  -0.933  -1.680
H  0.104  -1.091  0.022
H  -1.761  0.483  0.954
H  -3.268  -2.146  0.294
H  -1.507  -2.418  0.747
H  -2.561  -1.478  1.922
H  2.124  -0.785  -3.687
H  1.587  -2.892  -2.263
H  2.197  -3.791  -0.778
H  3.444  -3.128  -1.950
C  -4.306  1.457  4.249
C  -3.372  2.448  3.861
C  -3.714  2.861  2.596
N  -4.818  2.151  2.205
C  -5.189  1.297  3.209
H  -4.331  0.920  5.186
H  -2.541  2.820  4.443
H  -3.268  3.595  1.942
H  -5.285  2.244  1.317
H  -6.045  0.650  3.095
C  -1.569  -6.918  2.944
C  -0.636  -5.926  2.554
C  -0.979  -5.516  1.289
N  -2.083  -6.227  0.899
C  -2.452  -7.080  1.904
H  -1.593  -7.453  3.882
H  0.195  -5.553  3.135
H  -0.534  -4.783  0.634
H  -2.550  -6.135  0.010
H  -3.308  -7.728  1.792
C  -3.437  -10.321  6.400
C  -4.834  -10.093  6.474
C  -5.148  -9.162  5.514
N  -3.991  -8.816  4.866
C  -2.944  -9.522  5.398
H  -2.857  -10.995  7.013
H  -5.532  -10.559  7.154
H  -6.092  -8.717  5.238
H  -3.921  -8.147  4.116
H  -1.942  -9.395  5.018
C  -7.866  -8.188  -0.009
C  -8.129  -7.380  1.125
C  -7.090  -7.560  2.006
N  -6.211  -8.451  1.447
C  -6.674  -8.834  0.216
H  -8.479  -8.285  -0.893
H  -8.983  -6.738  1.279
H  -6.902  -7.133  2.979
H  -5.358  -8.772  1.875
H  -6.117  -9.533  -0.390
C  -4.607  -3.622  -2.200
C  -5.230  -4.136  -3.364
C  -5.503  -5.462  -3.130
N  -5.065  -5.769  -1.870
C  -4.522  -4.651  -1.294
H  -4.261  -2.612  -2.041
H  -5.454  -3.596  -4.272
H  -5.970  -6.212  -3.751
H  -5.132  -6.676  -1.434
H  -4.121  -4.684  -0.291
C  5.164  9.262  3.302
C  6.084  10.266  2.915
C  5.737  10.672  1.649
N  4.645  9.947  1.256
C  4.286  9.089  2.260
H  5.145  8.725  4.239
H  6.909  10.650  3.497
H  6.174  11.412  0.995
H  4.177  10.032  0.365
H  3.439  8.429  2.146

Results
Highest occupied orbital energy in eV: -7.75
DFT total energy in hartree: -4458.17475
Orbital gap in Ha: 0.24820
SMILES: [H]/N=C\Cc1c(CON=O)c(S)c2c(c1[PH2]=O)Nc1c(Cl)cc(C[C@H](C)I)c(B(O)OC)c1S2.c1cc[nH]c1.c1cc[nH]c1.c1cc[nH]c1.c1cc[nH]c1.c1cc[nH]c1.c1cc[nH]c1
2S+1: 1

Atomic partial charges in e from the Mulliken method, atoms 1 to 4:
1. H 0.281
2. N -0.681
3. C 0.064
4. C -0.932


Density functional theory data (ωB97M-V/def2-TZVPD) for a single C5H7I molecule in a non-equilibrium geometry.

Cartesian coordinates (Å):
I  -1.952  -2.067  -1.318
C  -1.159  -0.783  0.119
C  -1.279  0.690  0.267
C  -0.005  0.046  0.105
C  1.655  0.070  0.551
C  1.088  0.269  -0.798
H  -1.404  -1.430  0.987
H  -1.641  1.301  -0.505
H  -1.623  0.988  1.273
H  1.829  -0.824  1.036
H  2.053  0.937  1.017
H  1.143  1.311  -1.111
H  1.294  -0.509  -1.624

Results
Highest occupied orbital energy in eV: -8.94
DFT total energy in hartree: -492.28965
Orbital gap in Ha: 0.35322
Relative energy (zero: lowest compared OMol25 entry of this formula, charge and spin) in kcal/mol: 36.9
SMILES: I[C@@H]1CC12CC2
2S+1: 1

Atomic partial charges in e from the Mulliken method, atoms 1 to 4:
1. I 0.044
2. C -0.446
3. C -0.699
4. C 0.404


Density functional theory data (ωB97M-V/def2-TZVPD) for 2 unconnected molecules or ions with the total composition C24H23F3N2O4 in a non-equilibrium geometry.

Cartesian coordinates (Å):
C  1.354  4.198  2.665
N  1.253  2.812  2.212
C  1.540  1.807  3.226
C  0.819  2.507  0.973
C  -0.287  1.572  0.757
C  -0.544  0.428  1.559
C  -1.655  -0.370  1.345
C  -2.504  -0.100  0.277
C  -3.668  -1.026  0.057
F  -4.425  -0.685  -1.026
F  -3.244  -2.318  -0.136
F  -4.505  -1.040  1.146
C  -2.281  0.992  -0.556
C  -1.212  1.837  -0.285
H  1.726  4.184  3.692
H  2.049  4.751  2.028
H  0.371  4.689  2.645
H  2.220  2.253  3.959
H  0.627  1.491  3.751
H  2.038  0.936  2.778
H  0.891  3.333  0.256
H  0.122  0.146  2.368
H  -1.856  -1.211  2.006
H  -2.939  1.183  -1.401
H  -1.083  2.728  -0.905
C  2.546  -0.558  0.495
C  3.888  0.137  0.543
C  4.969  -0.731  1.196
O  4.368  0.412  -0.780
C  3.745  1.425  -1.468
O  4.063  1.580  -2.630
C  2.866  2.360  -0.677
C  2.580  3.563  -1.520
C  1.803  3.147  -2.764
C  0.924  2.071  -2.664
C  0.321  1.541  -3.799
C  0.657  2.054  -5.059
C  0.185  1.390  -6.245
N  -0.170  0.834  -7.211
C  1.493  3.176  -5.157
C  2.019  3.758  -4.004
C  3.542  2.546  0.589
O  3.843  3.612  1.087
O  3.848  1.384  1.282
H  1.799  0.046  -0.031
H  2.668  -1.506  -0.048
H  2.192  -0.784  1.507
H  5.933  -0.212  1.147
H  4.711  -0.924  2.240
H  5.048  -1.677  0.653
H  2.046  4.328  -0.943
H  3.548  4.000  -1.835
H  0.743  1.629  -1.682
H  -0.370  0.701  -3.701
H  1.747  3.574  -6.141
H  2.660  4.642  -4.062

Results
Highest occupied orbital energy in eV: -8.16
DFT total energy in hartree: -1638.36723
Orbital gap in Ha: 0.23276
Relative energy (zero: lowest compared OMol25 entry of this formula, charge and spin) in kcal/mol: 1.5
2S+1: 1

Atomic partial charges in e from the Mulliken method, atoms 1 to 4:
1. C -0.852
2. N 0.528
3. C -1.205
4. C -1.128